(1)
This record from OMol25 describes an isolated molecule of C25H27N5O3 in a non-equilibrium geometry. The level of theory is ωB97M-V/def2-TZVPD.

Element x y z (Å)
O1 -0.239 0.426 -3.354
O2 1.694 -3.781 -1.651
O3 -3.158 -1.797 -0.560
C1 -1.356 0.686 -3.744
C2 0.996 -2.778 -1.647
C3 -2.307 -1.086 -1.127
C4 0.522 -0.425 1.813
C5 -3.511 0.760 1.283
C6 1.006 -1.475 1.249
C7 -2.428 1.312 0.802
C8 4.969 -1.483 0.804
C9 -0.354 3.147 3.398
C10 5.241 -0.340 1.499
C11 -1.225 3.011 4.519
C12 3.645 -1.855 0.567
C13 -0.684 2.615 2.170
C14 4.178 0.512 1.873
C15 -2.261 2.099 4.377
C16 2.486 -1.218 1.069
C17 -1.828 1.837 1.888
C18 2.822 0.091 1.649
C19 -2.624 1.554 3.088
N1 1.564 0.413 2.086
N2 -3.685 0.949 2.608
N3 1.457 -1.676 -2.315
N4 -1.028 -1.425 -1.261
N5 -2.474 0.670 -2.971
C20 -1.508 1.208 -5.148
C21 2.673 -1.611 -3.025
C22 0.129 -2.617 0.670
C23 -2.026 1.412 -0.673
C24 -0.270 -2.642 -0.915
C25 -2.654 0.334 -1.570
H1 -0.413 -0.220 2.210
H2 -4.117 0.156 0.599
H3 5.760 -2.207 0.400
H4 0.408 3.873 3.586
H5 6.329 -0.065 1.706
H6 -1.159 3.584 5.544
H7 3.535 -2.809 0.018
H8 -0.061 2.694 1.289
H9 4.500 1.385 2.459
H10 -2.939 1.820 5.155
H11 1.455 1.227 2.670
H12 -4.538 0.780 3.122
H13 1.007 -0.762 -2.298
H14 -0.437 -0.731 -1.669
H15 -3.210 0.936 -3.505
H16 -2.592 1.167 -5.498
H17 -0.902 0.455 -5.724
H18 -1.154 2.238 -5.366
H19 3.574 -2.246 -2.686
H20 2.369 -1.736 -4.127
H21 3.110 -0.607 -2.853
H22 -0.799 -2.738 1.084
H23 0.622 -3.590 0.847
H24 -2.397 2.368 -1.140
H25 -0.929 1.346 -0.712
H26 -0.961 -3.484 -1.089
H27 -3.822 0.339 -1.473

- Charge: 0
- Highest occupied orbital energy: -7.72 eV
- Orbital gap: 8.1 eV


(2)
This record from OMol25 describes the ion C3H5N2S with charge +1 in a non-equilibrium geometry. The level of theory is ωB97M-V/def2-TZVPD.

Element x y z (Å)
C1 2.512 -1.055 0.269
C2 1.131 0.872 -0.191
C3 -1.137 -0.018 -0.126
N1 0.798 -1.311 0.356
N2 0.351 -0.154 0.029
S1 2.823 0.461 -0.163
H1 2.997 -1.835 0.783
H2 0.740 1.769 -0.732
H3 -1.385 0.401 -1.039
H4 -1.433 -1.032 0.145
H5 -1.419 0.428 0.757

- Charge: +1
- Highest occupied orbital energy (spin up / spin down): -14.89 / -14.89 eV
- Orbital gap (spin up / spin down): 9.4 / 9.4 eV


(3)
This record from OMol25 describes an isolated molecule of C7H13N in a non-equilibrium geometry. The level of theory is ωB97M-V/def2-TZVPD.

Element x y z (Å)
C1 1.500 -1.387 -0.997
C2 0.151 -1.702 -0.374
C3 -0.557 -0.538 0.243
C4 -0.605 -0.554 1.629
C5 -0.215 2.504 0.767
C6 -1.365 1.881 -0.065
C7 -0.959 0.496 -0.588
N1 1.913 -2.490 -1.726
H1 2.224 -0.982 -0.272
H2 1.247 -0.512 -1.661
H3 -0.443 -2.222 -1.140
H4 0.361 -2.454 0.381
H5 0.251 -1.123 2.005
H6 -1.418 -0.628 2.341
H7 -1.663 2.533 -0.885
H8 -0.518 3.181 1.575
H9 0.432 3.089 0.122
H10 -2.231 1.661 0.571
H11 -1.316 0.214 -1.576
H12 2.909 -2.650 -1.595
H13 0.302 1.685 1.246

- Charge: 0
- Highest occupied orbital energy: -6.67 eV
- Orbital gap: 4.4 eV


(4)
This record from OMol25 describes a cluster of 3 separate species, C4H8O2 in total in a non-equilibrium geometry. The level of theory is ωB97M-V/def2-TZVPD.

Element x y z (Å)
C1 -1.760 -0.443 -0.170
C2 -0.391 -0.703 0.385
C3 0.143 -0.011 1.386
O1 1.389 -0.284 1.872
C4 1.593 1.686 -0.913
O2 2.415 1.702 -0.127
H1 -1.722 -0.305 -1.257
H2 -2.198 0.460 0.267
H3 -2.442 -1.278 0.028
H4 0.465 -0.285 -2.364
H5 0.200 -1.503 -0.059
H6 -0.391 0.810 1.871
H7 1.657 0.423 2.468
H8 0.381 -0.520 -3.064

- Charge: 0
- Highest occupied orbital energy: -8.72 eV
- Orbital gap: 9.6 eV


(5)
This record from OMol25 describes an isolated molecule of C5H9NO in a non-equilibrium geometry. The level of theory is ωB97M-V/def2-TZVPD.

Element x y z (Å)
C1 0.824 -0.785 0.058
C2 -0.862 1.546 0.643
C3 0.814 -0.979 -1.262
C4 -0.896 1.713 -0.826
C5 0.489 -1.846 1.069
N1 0.029 0.926 1.327
O1 1.140 0.467 0.529
H1 -1.346 2.764 -0.564
H2 -1.732 1.819 1.225
H3 1.161 -0.221 -1.943
H4 0.689 -1.970 -1.667
H5 0.094 1.847 -1.251
H6 -1.638 1.066 -1.292
H7 -0.368 -2.435 0.746
H8 1.338 -2.523 1.177
H9 0.266 -1.388 2.031

- Charge: 0
- Highest occupied orbital energy: -9.13 eV
- Orbital gap: 10.1 eV


(6)
This record from OMol25 describes a structure of composition C23H26F4N6O2Pb in a non-equilibrium geometry. The level of theory is ωB97M-V/def2-TZVPD.

Element x y z (Å)
Pb1 -0.911 0.508 0.396
C1 1.813 -1.956 2.117
C2 2.118 -0.617 2.776
N1 2.348 0.497 1.854
C3 2.152 1.832 2.437
C4 2.067 2.970 1.431
C5 3.156 0.323 0.753
C6 2.433 -0.240 -0.650
N2 1.561 0.700 -1.140
C7 1.736 1.365 -2.265
C8 0.918 2.538 -2.435
F1 0.142 2.904 -1.442
C9 0.968 3.303 -3.567
F2 0.227 4.390 -3.650
C10 1.794 2.933 -4.622
C11 2.574 1.782 -4.523
F3 3.330 1.412 -5.537
C12 2.577 1.021 -3.385
F4 3.306 -0.071 -3.370
H1 1.655 -2.694 2.903
H2 0.903 -1.915 1.511
H3 2.639 -2.323 1.504
H4 1.284 -0.341 3.421
H5 2.992 -0.736 3.428
H6 1.239 1.795 3.031
H7 2.970 2.034 3.138
H8 1.380 2.740 0.615
H9 1.702 3.860 1.944
H10 3.041 3.233 1.014
H11 3.640 1.252 0.471
H12 3.901 -0.462 0.907
H13 3.264 -0.511 -1.295
H14 1.887 -1.130 -0.333
H15 1.828 3.535 -5.525
C13 -3.205 -1.924 3.740
C14 -3.302 -3.209 3.234
C15 -2.824 -3.470 1.959
C16 -2.257 -2.446 1.217
N3 -2.124 -1.215 1.734
C17 -2.593 -0.963 2.959
C18 -1.811 -2.639 -0.194
C19 -2.149 -3.771 -0.920
C20 -1.806 -3.853 -2.258
C21 -1.128 -2.801 -2.849
C22 -0.798 -1.722 -2.058
N4 -1.118 -1.642 -0.764
H16 -3.587 -1.669 4.719
H17 -3.753 -3.997 3.821
H18 -2.882 -4.473 1.562
H19 -2.483 0.054 3.323
H20 -2.694 -4.584 -0.464
H21 -2.080 -4.726 -2.838
H22 -0.865 -2.814 -3.898
H23 -0.273 -0.869 -2.475
N5 -2.386 2.747 0.738
N6 -3.375 2.680 -0.259
C23 -3.472 1.573 -1.105
O1 -4.479 1.432 -1.752
O2 -2.422 0.775 -1.125
H24 -2.797 2.923 1.646
H25 -1.733 3.493 0.522
H26 -4.237 3.180 -0.122

- Charge: +2
- Highest occupied orbital energy: -14.13 eV
- Orbital gap: 4.7 eV


(7)
This record from OMol25 describes a cluster of 2 separate species, C4H12O3 in total in a non-equilibrium geometry. The level of theory is ωB97M-V/def2-TZVPD.

Element x y z (Å)
C1 -1.061 -1.077 -0.140
O1 -0.541 -2.478 -0.284
C2 0.141 -0.196 -0.505
C3 0.044 1.280 -1.174
C4 0.847 2.331 -0.405
O2 -1.414 1.612 -1.101
H1 -1.259 -0.988 0.925
H2 -1.955 -0.986 -0.749
H3 -1.143 -2.989 -0.866
H4 0.618 -0.802 -1.222
H5 0.848 -0.314 0.345
H6 0.157 1.154 -2.169
H7 0.772 3.376 -0.872
H8 1.898 1.988 -0.418
H9 0.556 2.268 0.700
H10 -1.699 1.524 -0.193
H11 1.129 -1.846 2.802
H12 2.156 -0.986 2.214
O3 1.694 -1.052 3.037

- Charge: 0
- Highest occupied orbital energy: -10.22 eV
- Orbital gap: 10.9 eV


no.,E_tot (eV)
1,-39954.5934
2,-16996.8095
3,-8953.3909
4,-8370.6905
5,-8865.0473
6,-53409.3987
7,-10483.4659